No. 1
13
Properties=species:S:1:pos:R:3 method="wB97M-V/def2-TZVPD" orbital_gap_ev="6.630 / 8.991" charge=+1 homo_energy_ev="-12.275 / -13.003" e_tot_ha=-931.6972 lumo_energy_ev="-5.64 / -4.01"
C 1.892 0.430 -1.126
C -0.991 -0.448 0.240
N -1.283 -0.274 1.680
S -1.196 -2.105 -0.336
S -1.791 0.928 -0.569
H 2.141 -0.474 -1.799
H 1.529 1.274 -1.574
H 2.413 0.615 -0.182
H -1.118 0.717 1.963
H -0.838 -1.012 2.219
H -2.271 -0.489 2.057
H -2.200 -1.657 -1.235
H -1.205 0.760 -1.684


No. 2
162
Properties=species:S:1:pos:R:3 method="wB97M-V/def2-TZVPD" orbital_gap_ev=2.398 charge=+2 homo_energy_ev=-10.848 e_tot_ha=-4112.5048 lumo_energy_ev=-8.45
K 4.892 0.450 0.943
K 3.659 -5.404 -0.820
Cd -2.833 0.135 -3.045
S 0.430 -0.095 -0.962
O 1.142 -1.282 -0.522
O 1.055 1.127 -0.450
O 0.207 -0.035 -2.383
O -1.011 -0.136 -0.606
C 8.694 1.869 -2.288
C 7.897 1.511 -3.529
N 6.560 2.128 -3.441
C 6.536 3.581 -3.625
C 5.264 4.208 -2.989
C 5.528 1.373 -4.208
C 5.640 1.565 -5.727
H 8.962 2.924 -2.346
H 9.606 1.278 -2.203
H 8.033 1.712 -1.436
H 8.386 1.875 -4.433
H 7.753 0.431 -3.555
H 7.353 4.028 -3.059
H 6.740 3.882 -4.653
H 5.006 3.797 -2.012
H 5.351 5.279 -2.810
H 4.476 4.125 -3.738
H 4.528 1.691 -3.911
H 5.549 0.335 -3.877
H 4.835 1.016 -6.216
H 6.606 1.161 -6.030
H 5.534 2.615 -6.001
C -2.344 3.699 -5.303
C -2.732 4.116 -3.903
N -3.887 3.358 -3.319
C -5.099 3.569 -4.094
C -5.660 5.000 -3.955
C -4.006 3.792 -1.906
C -5.115 3.135 -1.145
H -3.104 3.961 -6.039
H -2.120 2.632 -5.299
H -1.424 4.191 -5.619
H -1.873 3.927 -3.258
H -2.837 5.193 -3.767
H -4.951 3.217 -5.115
H -5.852 2.907 -3.668
H -6.549 5.024 -4.585
H -5.950 5.308 -2.950
H -5.041 5.772 -4.411
H -4.126 4.875 -1.870
H -3.069 3.508 -1.428
H -5.190 3.540 -0.135
H -5.008 2.052 -1.082
H -6.094 3.340 -1.578
C 2.529 -4.744 -5.398
C 3.052 -6.167 -5.733
N 4.290 -6.593 -5.036
C 5.467 -5.891 -5.539
C 6.731 -6.175 -4.665
C 4.449 -8.044 -5.223
C 3.464 -8.883 -4.368
H 3.328 -4.012 -5.518
H 2.328 -4.731 -4.327
H 1.678 -4.533 -6.045
H 2.246 -6.859 -5.488
H 3.152 -6.306 -6.809
H 5.664 -6.260 -6.546
H 5.247 -4.827 -5.621
H 6.931 -7.206 -4.369
H 7.622 -5.756 -5.133
H 6.566 -5.615 -3.745
H 5.460 -8.406 -5.033
H 4.285 -8.326 -6.263
H 3.466 -8.515 -3.341
H 3.721 -9.941 -4.427
H 2.468 -8.795 -4.802
C -4.657 1.666 8.317
C -3.867 1.523 7.000
N -2.510 0.890 7.153
C -1.821 0.872 5.846
C -1.403 2.252 5.382
C -2.684 -0.512 7.556
C -1.382 -1.094 8.108
H -4.170 2.324 9.037
H -4.883 0.702 8.771
H -5.648 2.059 8.090
H -4.455 0.997 6.249
H -3.638 2.526 6.640
H -2.458 0.441 5.072
H -0.915 0.295 6.028
H -2.265 2.787 4.982
H -0.683 2.212 4.565
H -1.048 2.838 6.229
H -3.326 -0.526 8.437
H -3.121 -1.173 6.807
H -1.630 -1.971 8.705
H -0.788 -1.437 7.261
H -0.874 -0.372 8.747
C 5.857 9.942 1.117
C 5.028 10.265 2.356
N 4.310 9.051 2.772
C 3.109 8.857 1.893
C 2.544 7.440 2.037
C 3.956 9.277 4.166
C 5.155 9.081 5.095
H 6.547 9.121 1.312
H 6.357 10.856 0.797
H 5.216 9.609 0.301
H 5.762 10.676 3.050
H 4.361 11.072 2.054
H 2.286 9.512 2.179
H 3.321 9.005 0.835
H 1.881 7.206 1.204
H 3.349 6.716 1.913
H 1.984 7.250 2.952
H 3.216 8.503 4.372
H 3.473 10.249 4.262
H 5.934 9.834 4.973
H 5.592 8.094 4.948
H 4.794 9.121 6.123
C 2.311 -9.459 1.883
C 1.081 -8.614 2.349
N 0.540 -7.763 1.268
C -0.387 -6.692 1.824
C 0.353 -5.667 2.713
C -0.355 -8.645 0.531
C -0.941 -8.041 -0.766
H 1.953 -10.325 1.327
H 2.875 -9.767 2.763
H 2.960 -8.810 1.295
H 0.362 -9.253 2.861
H 1.365 -7.970 3.182
H -0.736 -6.026 1.035
H -1.281 -7.061 2.327
H 1.359 -5.406 2.385
H -0.137 -4.694 2.670
H 0.452 -5.877 3.778
H -1.177 -8.993 1.156
H 0.182 -9.528 0.186
H -0.064 -7.633 -1.268
H -1.695 -7.260 -0.671
H -1.385 -8.770 -1.444
C -9.781 0.271 2.877
C -10.188 -0.858 1.920
N -8.995 -1.508 1.381
C -8.324 -2.361 2.377
C -6.826 -2.450 2.084
C -9.222 -2.248 0.145
C -9.706 -1.359 -1.043
H -9.572 -0.092 3.883
H -10.596 0.982 3.010
H -8.915 0.840 2.542
H -10.951 -1.510 2.346
H -10.684 -0.282 1.139
H -8.440 -1.980 3.392
H -8.831 -3.326 2.374
H -6.304 -2.878 2.939
H -6.641 -3.109 1.236
H -6.368 -1.469 1.960
H -9.943 -3.046 0.325
H -8.257 -2.616 -0.203
H -9.421 -1.745 -2.022
H -9.174 -0.417 -0.911
H -10.794 -1.298 -1.039


No. 3
29
Properties=species:S:1:pos:R:3 method="wB97M-V/def2-TZVPD" orbital_gap_ev=9.134 smiles="O=C(I)Cn1nnc[n+]1CCCCS(=O)(=O)O" charge=+1 homo_energy_ev=-13.680 e_tot_ha=-1489.4655 lumo_energy_ev=-4.55
O -3.552 -0.284 -0.302
C -2.831 -0.894 -1.002
I -2.713 -0.546 -3.079
C -1.917 -1.981 -0.443
N -1.865 -1.874 0.999
N -2.684 -2.516 1.783
N -2.387 -2.219 3.022
C -1.366 -1.371 2.984
N -1.027 -1.121 1.720
C 0.058 -0.230 1.248
C -0.319 0.742 0.135
C 0.860 1.728 -0.045
C 1.565 1.608 -1.397
S 3.210 0.903 -1.226
O 3.267 -0.246 -2.071
O 3.512 0.780 0.163
O 4.171 2.025 -1.782
H -2.345 -2.950 -0.689
H -0.921 -1.923 -0.868
H -0.892 -0.930 3.844
H 0.926 -0.831 0.985
H 0.326 0.344 2.131
H -0.417 0.192 -0.797
H -1.254 1.252 0.347
H 0.518 2.748 0.103
H 1.585 1.545 0.744
H 1.650 2.589 -1.859
H 1.059 0.967 -2.111
H 3.783 2.492 -2.535


No. 4
23
Properties=species:S:1:pos:R:3 method="wB97M-V/def2-TZVPD" orbital_gap_ev=9.370 smiles="CNC(=O)[C@H](C)NC.O" homo_energy_ev=-8.691 e_tot_ha=-458.8065 lumo_energy_ev=0.68
C 1.772 0.233 2.056
N 0.794 -0.218 1.087
C 1.936 0.418 -1.129
C 0.714 0.363 -0.331
C -0.364 -0.569 -0.961
N -1.359 -1.383 -0.386
C -2.196 -0.847 0.761
O -0.239 -0.684 -2.170
H 1.516 1.240 2.228
H 1.837 -0.388 3.014
H 2.786 -0.019 1.698
H 0.993 -1.163 0.946
H 1.724 -0.103 -2.105
H 2.882 0.035 -0.686
H 2.196 1.610 -1.159
H 0.419 1.444 -0.292
H -1.994 -1.914 -0.961
H -2.724 -1.688 1.080
H -2.754 0.166 0.613
H -1.570 -0.421 1.532
H -1.634 1.137 -2.171
H -2.884 1.393 -1.386
O -1.850 1.360 -1.280


No. 5
17
Properties=species:S:1:pos:R:3 method="wB97M-V/def2-TZVPD" orbital_gap_ev=8.533 homo_energy_ev=-7.688 e_tot_ha=-305.8898 lumo_energy_ev=0.85
C 1.565 0.973 -0.422
C 0.102 -1.981 0.172
C 0.096 0.623 -0.445
C -0.367 -0.572 0.333
N -0.537 0.859 -1.654
C -1.071 0.039 1.295
N -1.559 0.064 2.456
H -1.503 0.568 -1.712
H -0.123 1.476 -2.341
H -2.421 0.584 2.581
H -0.669 1.288 0.583
H 1.763 1.921 -0.923
H 1.922 1.023 0.605
H 2.125 0.191 -0.942
H -0.050 -2.352 -0.846
H 1.170 -2.078 0.397
H -0.443 -2.625 0.862


No. 6
15
Properties=species:S:1:pos:R:3 method="wB97M-V/def2-TZVPD" orbital_gap_ev=8.076 smiles="[H]/N=C(/N)C(=S)[C@@H]1CN1" homo_energy_ev=-9.339 e_tot_ha=-719.0079 lumo_energy_ev=-1.26
C 0.847 -0.436 1.184
C -0.010 -0.229 -0.014
C 0.222 1.062 -0.721
C -0.996 1.875 -1.114
H 2.577 0.267 0.196
H 2.793 -0.292 1.762
H -0.295 -1.485 2.114
H 1.164 1.499 -0.512
H -0.844 2.930 -1.039
H -1.954 1.502 -0.752
H -0.650 0.334 -2.403
N 2.148 0.093 1.068
N 0.618 -1.074 2.271
N -0.227 1.210 -2.129
S -1.309 -1.249 -0.240